168
Properties=species:S:1:pos:R:3:forces:R:3 method="wB97M-V/def2-TZVPD" gap_ev=9.563 e_above_lowest_kj_mol=13.04 total_energy_ha=-3251.10598 charge=0
C -1.778583 -3.247813 4.009100 -1.1 -0.4 0.3
C -2.966170 -3.348861 4.728864 -0.8 -0.4 -0.5
C -2.981447 -2.985641 6.055252 0.1 0.2 -0.1
C -1.869919 -2.446529 6.663045 0.5 0.3 0.2
C -0.690520 -2.260951 5.934429 -0.7 -0.4 0.3
C -0.647413 -2.753821 4.625586 1.5 0.4 -0.4
H -1.870967 -3.600488 2.996149 0.7 0.0 -0.4
H -3.898910 -3.759675 4.260073 1.1 0.5 0.4
H -3.866225 -3.054392 6.626592 -0.9 -0.3 0.5
H -1.954372 -2.200687 7.725066 0.3 0.2 -0.4
H 0.129521 -1.743451 6.425137 0.2 -0.3 -0.3
H 0.325406 -2.778791 4.078362 -0.9 0.3 0.4
C 6.963844 -0.321428 2.184115 0.8 0.0 0.0
C 6.023039 -1.086443 2.866309 -0.1 -0.4 -0.1
C 4.803157 -1.452157 2.284160 0.8 0.3 0.9
C 4.528548 -0.923925 1.068232 -2.3 0.2 -1.9
C 5.387275 -0.064973 0.432471 0.8 0.4 -1.2
C 6.663274 0.199583 0.922082 -0.9 -0.1 0.6
H 7.972315 -0.203618 2.634574 -0.9 0.2 -0.3
H 6.264336 -1.440933 3.850128 0.1 -0.2 0.3
H 4.067361 -2.074335 2.761916 0.1 -0.3 0.3
H 3.551377 -1.097675 0.526356 1.1 -0.1 0.9
H 5.059037 0.335816 -0.528726 0.3 0.0 0.3
H 7.316984 0.843832 0.354744 0.3 -0.1 0.1
C -4.430307 -4.294501 0.166435 0.0 0.3 -0.7
C -3.291802 -3.840411 -0.526426 -0.8 -0.6 0.3
C -2.083357 -4.450509 -0.269630 0.0 -0.5 1.9
C -2.026023 -5.350544 0.795527 -1.7 -0.3 -0.3
C -3.176539 -5.791405 1.495775 1.7 1.2 -0.9
C -4.402305 -5.257301 1.171816 -1.0 0.7 -0.4
H -5.424603 -3.934314 -0.094258 0.3 0.4 -0.1
H -3.358707 -3.030990 -1.221956 -0.2 0.2 -0.5
H -1.119946 -4.215578 -0.653170 0.3 0.6 -0.9
H -1.082722 -5.742672 1.086671 0.6 -0.4 0.1
H -2.895907 -6.399022 2.302795 -0.6 -1.1 1.1
H -5.410528 -5.404365 1.616058 1.2 -0.6 0.1
C 1.720904 -0.153185 -8.452427 0.0 -0.8 -0.6
C 2.355580 0.962670 -7.943614 0.0 -0.3 2.3
C 2.242045 1.154225 -6.533147 0.2 -0.2 -1.5
C 1.454642 0.318031 -5.774477 0.8 1.1 0.2
C 0.874777 -0.794569 -6.335387 -0.2 0.8 -0.2
C 0.984482 -1.054868 -7.674275 0.1 -0.6 -0.6
H 1.872407 -0.452994 -9.468300 0.0 0.3 -0.7
H 3.024022 1.593887 -8.506129 -0.1 0.0 -0.3
H 2.823409 1.866884 -5.974675 0.1 0.6 -0.3
H 1.404818 0.647001 -4.740187 -0.4 -0.8 0.2
H 0.288990 -1.387519 -5.730788 -1.1 -1.5 1.2
H 0.543820 -2.011867 -8.092825 0.6 1.5 0.4
C 1.833834 -4.454778 0.319295 1.7 -0.1 0.7
C 3.181061 -4.528753 -0.127449 -1.2 -0.7 1.8
C 4.172793 -4.911442 0.743744 0.0 -0.5 2.1
C 3.863550 -5.268932 2.097240 -0.3 1.0 -1.8
C 2.557713 -5.148647 2.514746 -0.4 0.0 -1.6
C 1.530445 -4.755866 1.647815 -0.7 0.5 -0.9
H 1.113388 -4.081560 -0.360141 -0.8 0.1 -0.5
H 3.430248 -4.420508 -1.131844 0.2 0.6 -1.6
H 5.214052 -4.928977 0.478885 0.2 -0.1 -0.4
H 4.626332 -5.573549 2.783463 0.3 -0.1 0.2
H 2.262325 -5.463644 3.451411 -0.3 -0.4 2.1
H 0.449089 -4.663039 1.951319 1.5 -0.2 0.0
C 1.684927 2.684513 5.436517 1.2 1.1 -0.3
C 1.692058 1.414797 4.927949 -1.0 -1.1 0.3
C 2.863303 0.884334 4.441445 1.9 -0.8 0.1
C 4.102937 1.560604 4.519350 -1.8 1.6 -0.2
C 4.049081 2.913108 4.933286 0.0 -1.8 0.4
C 2.850326 3.442406 5.386849 0.5 0.3 -0.4
H 0.870410 3.195193 5.859177 -1.4 0.0 0.3
H 0.807690 0.744925 4.978499 0.5 0.8 -0.1
H 2.863520 -0.156840 4.126956 0.0 0.2 -0.2
H 5.038347 1.195060 4.146393 0.2 -0.6 0.0
H 4.977579 3.435001 5.068722 0.2 0.5 -0.3
H 2.853222 4.496244 5.635315 -0.2 0.0 0.4
C 3.699159 4.171988 1.566803 0.3 0.8 -0.3
C 4.254407 4.711105 0.377347 -2.9 -0.4 -0.2
C 3.323719 5.132857 -0.616497 -0.2 -0.1 2.4
C 1.966075 5.134991 -0.345022 -0.2 -0.3 0.3
C 1.410523 4.671591 0.854630 -0.4 0.5 -0.4
C 2.278604 4.249431 1.826118 2.1 -1.5 1.3
H 4.402450 3.739973 2.319187 -0.9 0.5 -0.5
H 5.280563 4.782454 0.110110 0.8 -0.3 0.3
H 3.621720 5.535078 -1.536049 0.7 0.5 -1.2
H 1.269775 5.509759 -1.057297 -0.3 0.2 -0.8
H 0.300701 4.699108 0.966652 1.1 -0.1 0.2
H 1.986541 3.848760 2.830703 -0.1 0.5 -1.1
C -2.256770 4.687274 -2.992740 -1.4 -0.5 0.2
C -1.757835 5.525215 -3.954449 2.1 -1.1 -1.0
C -0.445713 5.200768 -4.406117 -0.6 0.8 1.4
C 0.341962 4.240899 -3.802435 -0.3 0.1 -1.5
C -0.244627 3.426171 -2.873789 0.9 -1.9 0.4
C -1.522567 3.605463 -2.454738 -1.0 1.1 0.1
H -3.329488 4.811655 -2.863850 0.1 -0.2 0.9
H -2.354458 6.269015 -4.478881 0.1 -0.1 0.3
H 0.024298 5.737266 -5.167805 0.4 1.0 -1.3
H 1.298215 3.997638 -4.266787 -0.1 0.1 0.4
H 0.235910 2.485491 -2.594407 0.3 0.4 0.3
H -1.896636 2.909992 -1.712706 -0.5 0.2 -0.2
C -2.239255 3.846929 4.622822 -0.3 1.5 -1.2
C -1.865974 3.663598 5.920377 -0.6 -1.8 0.9
C -2.191056 2.430641 6.528060 1.1 1.1 2.3
C -2.797552 1.445579 5.863633 -0.6 -0.7 -2.7
C -3.053583 1.565327 4.499069 -0.8 0.7 -1.4
C -2.872183 2.806364 3.901196 1.0 0.5 -0.1
H -2.074427 4.884125 4.184496 -0.3 -1.6 0.3
H -1.415569 4.389987 6.544782 0.5 0.9 0.2
H -1.969825 2.190551 7.592197 0.0 0.8 -0.7
H -3.141031 0.551240 6.263440 -0.1 -1.5 1.3
H -3.492441 0.753972 3.872390 0.3 0.6 0.8
H -3.121675 3.002346 2.856257 0.0 -0.3 0.4
C -5.209973 0.089556 -5.250678 0.2 -2.0 0.0
C -4.638860 0.694691 -4.133891 -0.3 0.5 -0.8
C -4.748351 0.099189 -2.885685 0.1 -0.6 0.4
C -5.404409 -1.150514 -2.683942 0.7 2.9 -1.3
C -5.990852 -1.714175 -3.779076 -0.3 -2.0 -0.9
C -5.782747 -1.196407 -5.072820 -0.5 1.7 0.5
H -5.096610 0.506308 -6.270970 -0.2 -0.2 0.9
H -4.177181 1.665678 -4.366555 0.0 -0.4 0.9
H -4.316243 0.588580 -2.028207 0.1 0.2 0.2
H -5.536812 -1.510756 -1.706069 -0.1 -0.5 1.1
H -6.559140 -2.672019 -3.617207 0.6 1.0 -0.5
H -6.220865 -1.648087 -5.936957 -0.2 -0.5 -0.3
C -1.030964 -3.897193 -4.681916 0.6 -0.3 -0.1
C 0.218713 -4.022999 -4.042986 0.6 -0.9 -0.8
C 0.685332 -2.983093 -3.248374 0.9 -1.3 0.2
C -0.042870 -1.855801 -3.027231 -0.8 0.8 -0.1
C -1.294079 -1.729379 -3.646196 0.3 0.2 0.4
C -1.811160 -2.769394 -4.413516 0.6 -0.3 0.2
H -1.384837 -4.593251 -5.470418 0.3 0.2 1.0
H 0.948737 -4.897700 -4.150972 -1.5 1.2 -0.2
H 1.674935 -3.125381 -2.816087 -0.2 0.2 0.1
H 0.336075 -1.090083 -2.349554 -0.1 0.0 -0.5
H -1.780335 -0.765181 -3.545347 -0.5 -0.3 0.1
H -2.823098 -2.807830 -4.763605 -0.3 0.6 -0.4
C -0.831346 0.333204 -0.412613 0.0 2.2 -0.9
C -0.101480 1.384476 0.241153 -1.1 -2.0 -1.2
C 0.612057 1.067775 1.345862 0.9 0.3 1.7
C 0.535038 -0.206925 1.936718 -0.4 -0.2 -1.5
C -0.132842 -1.231090 1.275849 0.1 -0.6 0.6
C -0.757292 -0.945521 0.042958 -0.4 -2.1 0.8
H -1.455858 0.620672 -1.300126 0.8 -0.6 0.7
H -0.042698 2.354737 -0.190381 -0.1 0.7 -0.2
H 1.242860 1.847937 1.798317 -0.3 -0.5 0.0
H 1.066524 -0.428302 2.816136 0.5 -0.1 1.0
H -0.196791 -2.273270 1.752169 0.2 1.7 -1.0
H -1.172304 -1.837672 -0.475672 -0.1 1.1 0.2
C -4.369274 2.664319 0.333334 -0.3 -1.3 0.2
C -5.728851 2.534128 0.036860 0.5 0.1 0.0
C -6.324736 1.309054 0.312670 -0.9 -0.8 -0.3
C -5.632351 0.206507 0.836317 0.0 0.8 0.0
C -4.283199 0.375755 1.124795 1.1 -0.9 -0.1
C -3.631896 1.556569 0.813965 -0.7 1.6 -0.3
H -3.878764 3.602918 0.250807 0.4 0.7 -0.4
H -6.280753 3.356512 -0.457140 0.3 -0.6 0.6
H -7.384420 1.157876 0.087639 0.3 0.2 0.0
H -6.140802 -0.751795 0.982301 0.2 0.4 0.1
H -3.635221 -0.423593 1.528510 -0.7 0.2 -0.3
H -2.560300 1.714787 0.921342 -0.3 -0.4 0.4
C 2.724617 0.597744 -1.406200 -0.6 -1.2 -0.9
C 3.161421 -0.251664 -2.424632 1.5 1.4 -0.4
C 4.133458 0.235838 -3.336316 -1.6 1.2 1.3
C 4.504314 1.600515 -3.265079 -0.3 -0.8 1.1
C 3.975025 2.449050 -2.262793 0.3 -0.2 -1.3
C 3.065264 1.931834 -1.362952 0.2 0.5 0.9
H 2.044118 0.158367 -0.704012 -0.3 0.2 0.5
H 2.853347 -1.278457 -2.505364 -0.2 -0.2 0.2
H 4.423721 -0.429337 -4.109915 0.7 -0.2 -0.7
H 5.287579 1.970245 -3.888419 0.2 0.2 -0.6
H 4.230861 3.523881 -2.244949 0.0 -0.9 0.0
H 2.708292 2.555185 -0.535947 0.0 -0.2 -0.4